[1]
Formula: C13H46N6O15
Source: the OMol25 dataset
Level of theory: the ωB97M-V functional and the def2-TZVPD basis

Last column: Löwdin spin population.
Geometry (Å):
1 C -13.7892 -22.2340 -5.3541  0.111
2 C -14.9938 -23.1198 -5.0305  0.116
3 O -14.8370 -23.7499 -3.7655  0.406
4 O -14.1052 -21.4975 -6.4828  0.246
5 H -12.9217 -22.8165 -5.6644  0.008
6 H -13.4085 -21.6041 -4.5501  0.007
7 H -14.8904 -23.9065 -5.7779  0.017
8 H -15.9671 -22.6592 -5.1999  0.005
9 H -15.2996 -23.1737 -3.1526  0.004
10 H -14.4449 -20.6167 -6.3085  0.003
11 C -19.0476 -20.4155 -1.0627  0.000
12 C -20.5000 -20.0495 -1.2231  0.000
13 O -20.5938 -18.6279 -1.3896  0.000
14 O -18.5053 -19.7867 0.0381  0.000
15 H -18.3940 -20.1168 -1.8822  0.000
16 H -18.9515 -21.4940 -0.9374  0.000
17 H -20.9900 -20.2353 -0.2673  0.000
18 H -20.9597 -20.5735 -2.0611  0.000
19 H -20.0421 -18.1783 -0.7453  0.000
20 H -17.7514 -19.2441 -0.2045  0.000
21 C -20.1958 -20.5387 -6.8833  0.000
22 C -21.0262 -20.0364 -5.6878  0.000
23 O -22.0361 -20.9825 -5.3076  0.000
24 O -20.9178 -20.7105 -8.1375  0.000
25 H -19.6466 -21.4588 -6.6834  0.000
26 H -19.3885 -19.8148 -6.9949  0.000
27 H -21.2950 -18.9851 -5.7912  0.000
28 H -20.2459 -20.0456 -4.9269  0.000
29 H -22.4207 -21.3309 -6.1152  0.000
30 H -20.6090 -20.1590 -8.8600  0.000
31 C -15.3744 -20.8720 -2.4692  0.001
32 C -13.9508 -20.3866 -2.0028  0.002
33 O -13.9633 -19.5994 -0.8229  0.002
34 O -15.6874 -22.1101 -1.9111  0.009
35 H -15.3891 -20.7814 -3.5553  0.000
36 H -16.1103 -20.1408 -2.1346  0.000
37 H -13.5459 -19.6934 -2.7400  0.000
38 H -13.2563 -21.2194 -1.8919  0.000
39 H -13.2348 -18.9752 -0.7868  0.000
40 H -15.6018 -22.0556 -0.9565  0.000
41 C -15.7359 -18.6071 -7.8327  0.000
42 C -14.6076 -17.5664 -8.3051  0.000
43 O -14.9650 -17.1881 -9.6251  0.000
44 O -15.3978 -19.0127 -6.4959  -0.001
45 H -15.7944 -19.4850 -8.4760  0.000
46 H -16.7152 -18.1528 -7.9827  0.000
47 H -13.6991 -18.1435 -8.1323  0.000
48 H -14.6740 -16.7331 -7.6056  0.000
49 H -14.1130 -17.1351 -10.0643  0.000
50 H -16.0853 -19.5811 -6.1410  0.000
51 C -14.3820 -17.1737 -3.6375  0.000
52 O -13.8386 -16.4382 -2.7775  0.001
53 N -15.5710 -17.7155 -3.4903  0.000
54 N -13.8780 -17.2762 -4.8175  0.000
55 H -15.8896 -18.1879 -4.3243  0.000
56 H -16.1434 -17.5851 -2.6684  0.000
57 H -12.9647 -16.8658 -4.9503  0.000
58 H -14.2480 -18.0566 -5.3412  0.000
59 C -16.9629 -22.3098 -9.1962  0.003
60 O -18.1687 -22.2119 -9.5224  0.021
61 N -16.4833 -22.7906 -8.0831  0.033
62 N -15.9842 -21.9945 -9.9583  0.004
63 H -17.1751 -22.9398 -7.3625  0.001
64 H -15.5057 -22.9096 -7.8588  0.001
65 H -15.0886 -22.4486 -9.8492  0.000
66 H -16.3615 -21.7006 -10.8479  0.000
67 C -19.6016 -23.5613 -3.7766  0.000
68 O -18.8919 -22.7879 -3.2327  0.000
69 N -19.7651 -24.8288 -3.4529  0.000
70 N -20.2838 -23.2770 -4.8409  0.000
71 H -20.3214 -25.4286 -4.0454  0.000
72 H -19.0596 -25.0012 -2.7511  0.000
73 H -20.4464 -22.2897 -4.9785  0.000
74 H -20.9633 -23.9494 -5.1668  0.000
75 O -18.6939 -18.4511 -3.6455  0.000
76 H -19.0975 -17.9115 -4.3254  0.000
77 H -19.1710 -18.2269 -2.8465  0.000
78 O -17.4992 -20.5042 -5.2699  0.000
79 H -18.0694 -19.9084 -4.7840  0.000
80 H -17.6530 -21.3612 -4.8723  0.000

Results
Net charge: +1
2S+1: 2
Kohn-Sham gap (alpha / beta) in eV: 9.1 / 2.4



[2]
Formula: C13H48F2NO17S2Y
Source: the OMol25 dataset
Level of theory: the ωB97M-V functional and the def2-TZVPD basis

Last column: Mulliken charge in e.
Geometry (Å):
1 Y -2.8881 -1.4958 0.8292  1.318
2 O -1.7151 -3.3447 1.4761  -0.562
3 C -2.0383 -3.5428 2.8334  -0.245
4 C -3.5020 -3.3812 3.2087  -0.285
5 O -4.1981 -2.4985 2.3708  -0.767
6 H -1.4101 -2.8072 3.3838  0.035
7 H -1.6781 -4.5123 3.2095  0.343
8 H -3.6246 -3.1449 4.2771  0.290
9 H -3.9871 -4.3687 3.1054  0.321
10 N -1.0457 -0.3765 0.2145  0.588
11 S -0.5757 0.5093 -1.0512  0.196
12 O 0.6190 0.1353 -1.6964  -0.282
13 O -0.9924 1.8577 -1.0451  -0.162
14 F -1.6666 -0.1849 -2.0580  -0.434
15 S 0.2780 -0.1073 1.2405  0.871
16 O 0.5432 1.2476 1.5495  -0.605
17 O 1.3200 -1.0412 1.1389  -0.341
18 F -0.4910 -0.6577 2.5266  -0.341
19 C 4.4124 0.3100 0.6657  0.026
20 O 4.9078 1.5588 0.1659  -0.574
21 H 3.7896 -0.2035 -0.0702  0.003
22 H 5.2442 -0.3494 0.9231  0.410
23 H 3.8261 0.5421 1.5496  -0.094
24 H 5.6257 1.4075 -0.4535  0.278
25 C -3.9936 1.4086 -3.4468  -0.174
26 O -3.8482 2.5298 -4.2668  -0.531
27 H -5.0605 1.2615 -3.2639  0.379
28 H -3.5927 0.4772 -3.8719  0.179
29 H -3.5187 1.5220 -2.4614  -0.180
30 H -2.9145 2.7784 -4.2931  0.333
31 C -1.1208 -2.1777 -4.4201  -0.109
32 O -1.0383 -2.8795 -5.6607  -0.580
33 H -2.1789 -1.9780 -4.2358  0.159
34 H -0.6808 -2.7818 -3.6296  0.087
35 H -0.6262 -1.2060 -4.4767  0.142
36 H -0.4710 -2.3838 -6.2538  0.322
37 C 3.4994 3.4573 2.9285  -0.337
38 O 3.8030 3.8163 1.5829  -0.547
39 H 3.0712 4.3212 3.4343  0.315
40 H 2.7284 2.6783 2.9662  -0.021
41 H 4.3892 3.1308 3.4746  0.258
42 H 3.9165 2.9982 1.0836  0.312
43 C 1.6769 -3.6147 3.3147  -0.256
44 O 2.6368 -3.3692 4.3203  -0.563
45 H 1.0110 -2.7657 3.1546  -0.143
46 H 2.1123 -3.9801 2.3883  0.246
47 H 1.0143 -4.4554 3.5847  0.392
48 H 2.1939 -2.9577 5.0665  0.291
49 C 0.6035 -3.3976 -1.1697  0.241
50 O -0.1563 -4.5987 -1.3391  -0.546
51 H -0.0529 -2.5662 -1.4054  -0.580
52 H 0.9557 -3.3197 -0.1392  -0.024
53 H 1.4673 -3.4053 -1.8402  0.491
54 H 0.4551 -5.3341 -1.4254  0.314
55 C -2.9524 4.6130 -1.4534  -0.272
56 O -3.4749 5.7857 -0.8395  -0.570
57 H -2.9277 4.6748 -2.5446  0.272
58 H -1.9131 4.5103 -1.1389  0.166
59 H -3.4753 3.7126 -1.1149  0.086
60 H -4.3991 5.8806 -1.0842  0.308
61 C -3.1199 1.6330 2.0027  -0.389
62 O -3.0795 0.2498 2.4206  -0.301
63 H -2.3788 2.2236 2.5414  0.299
64 H -2.8754 1.6986 0.9428  -0.016
65 H -4.1059 2.0561 2.1910  0.365
66 H -3.1248 0.2148 3.3809  0.262
67 C -0.0395 3.0277 -3.8955  -0.360
68 O -1.2168 3.4072 -4.6147  -0.542
69 H -0.1655 2.0170 -3.5161  -0.115
70 H 0.8471 3.0221 -4.5395  0.339
71 H 0.1672 3.7179 -3.0737  0.320
72 H -1.0368 4.2574 -5.0244  0.275
73 C 3.3296 -1.0177 -3.3284  0.009
74 O 3.9956 -1.8254 -4.2912  -0.552
75 H 3.9860 -0.7385 -2.4969  0.150
76 H 2.8872 -0.1491 -3.8029  0.211
77 H 2.4952 -1.5572 -2.8551  -0.105
78 H 4.3648 -2.5955 -3.8511  0.301
79 C 1.9419 0.2624 4.9945  -0.034
80 O 1.8346 1.2953 5.9622  -0.551
81 H 0.9654 -0.2331 4.9113  0.095
82 H 2.2174 0.6736 4.0308  -0.084
83 H 2.6796 -0.4855 5.3022  0.284
84 H 1.5399 0.9086 6.7908  0.292

Results
Net charge: 0
ΔE to the lowest compared entry with this formula, charge and spin in kJ/mol: 0.0
Kohn-Sham gap in eV: 7.2



[3]
Formula: C13H48N2O11
Source: the OMol25 dataset
Level of theory: the ωB97M-V functional and the def2-TZVPD basis

Last column: Mulliken charge in e.
Geometry (Å):
1 N 2.0920 3.0289 -2.6849  -0.073
2 C 2.2100 3.9446 -1.7365  0.392
3 N 2.6352 3.5298 -0.6217  -0.157
4 O 1.8892 5.3166 -1.9151  -0.832
5 H 1.7536 3.3331 -3.5952  0.223
6 H 2.3767 2.0759 -2.6931  0.224
7 H 2.6958 4.1959 0.1960  0.261
8 H 2.7862 2.5703 -0.3872  0.142
9 C -2.0214 3.4389 -0.0774  -0.212
10 C -0.7267 4.0145 -0.6683  0.137
11 O -0.6717 5.3916 -0.3941  -0.621
12 H -2.3003 3.8351 0.8896  0.412
13 H -1.7750 2.3764 0.1406  -0.443
14 H -2.8692 3.3531 -0.7740  0.404
15 H -0.7024 3.8903 -1.7505  0.293
16 H 0.1553 3.4998 -0.2566  -0.217
17 H 0.0903 5.7572 -0.8807  0.383
18 C -0.3559 0.7886 -1.7558  -0.783
19 C -1.0846 -0.1291 -0.7755  0.004
20 O -0.3227 -1.2358 -0.1645  0.154
21 H -0.1237 0.2786 -2.7015  0.520
22 H 0.5456 1.0945 -1.2683  -0.278
23 H -0.9692 1.6494 -2.0622  0.506
24 H -2.0391 -0.5019 -1.1743  0.567
25 H -1.3696 0.3800 0.1181  -0.492
26 H -0.9778 -1.9232 0.0655  -0.301
27 C 1.5859 -3.2751 -2.1091  -0.585
28 O 1.6323 -1.9214 -1.9019  -0.245
29 H 2.5665 -3.7037 -1.9032  0.259
30 H 1.3417 -3.4345 -3.1778  0.246
31 H 0.8248 -3.6529 -1.3517  0.066
32 H 0.9649 -1.7273 -1.2840  0.376
33 C -2.7179 -2.4364 2.5785  -0.519
34 O -2.9587 -1.3466 3.4761  -0.539
35 H -1.8005 -2.8642 2.5549  0.246
36 H -2.8790 -2.0228 1.6302  0.192
37 H -3.4967 -3.1711 2.8241  0.317
38 H -3.8005 -0.9502 3.3251  0.324
39 C 4.4905 -0.0878 -2.2454  -0.565
40 O 3.2988 0.3766 -2.7579  -0.606
41 H 4.6405 0.4768 -1.2795  0.237
42 H 5.2978 -0.0643 -2.9897  0.272
43 H 4.3150 -1.1159 -1.8962  0.231
44 H 2.6867 -0.2647 -2.4059  0.391
45 C 1.7403 -3.1109 1.9232  -0.181
46 O 3.0605 -3.1433 2.4464  -0.528
47 H 1.2588 -2.1046 1.9917  -0.051
48 H 1.0335 -3.6457 2.5492  0.367
49 H 1.7440 -3.4285 0.9023  0.043
50 H 3.0113 -3.3215 3.3683  0.318
51 C -2.6628 -4.2522 -0.4953  -0.825
52 O -1.5914 -3.6096 0.1743  -0.339
53 H -2.4888 -5.3550 -0.4081  0.315
54 H -2.6858 -3.9593 -1.5465  0.267
55 H -3.6210 -4.0195 -0.0358  0.283
56 H -1.3370 -4.1963 0.8876  0.220
57 C 2.5034 0.1140 0.5666  0.482
58 O 3.5217 0.8511 1.0439  -0.608
59 H 1.5790 0.6512 0.6023  -0.314
60 H 2.4561 -0.7527 1.2419  0.218
61 H 2.6779 -0.2891 -0.4548  -0.308
62 H 3.3621 1.0819 1.9879  0.367
63 C -4.3402 0.6819 0.6110  0.191
64 O -4.6157 -0.1574 -0.4669  -0.521
65 H -3.9111 1.6352 0.3944  -0.024
66 H -3.6942 0.0764 1.2636  -0.331
67 H -5.2399 0.8869 1.2419  0.360
68 H -5.0160 -0.9782 -0.1481  0.322
69 C -0.7322 0.9059 2.8534  -0.137
70 O 0.2108 1.8030 2.2869  -0.524
71 H -0.5985 0.9068 3.9596  0.381
72 H -0.6967 -0.0292 2.3941  -0.178
73 H -1.7146 1.2810 2.4601  0.129
74 H -0.1260 2.7103 2.2461  0.293

Results
Net charge: 0
ΔE to the lowest compared entry with this formula, charge and spin in kJ/mol: 790.1
SMILES string: NC(N)=O.CCO.CCO.CO.CO.CO.CO.CO.CO.CO.CO
Kohn-Sham gap in eV: 8.7



[4]
Formula: C13H52F6N23O19S2
Source: the OMol25 dataset
Level of theory: the ωB97M-V functional and the def2-TZVPD basis

Last column: Mulliken charge in e.
Geometry (Å):
1 C -2.6843 -0.4822 -0.5559  0.399
2 F -3.0748 -1.7221 -0.7949  -0.230
3 F -2.4891 0.1001 -1.7182  -0.150
4 F -3.6126 0.1976 0.1116  -0.155
5 S -1.1021 -0.6554 0.5746  0.202
6 O -1.1750 0.4760 1.4837  0.372
7 O -1.2675 -1.9649 1.1332  -0.985
8 N 0.1192 -0.5966 -0.6440  0.278
9 S 1.4501 -0.3250 0.1900  -0.157
10 O 1.4893 0.9463 0.9067  -0.364
11 O 1.7729 -1.5041 0.9652  -0.126
12 C 2.8215 -0.2498 -1.2357  0.249
13 F 2.9111 -1.3877 -1.9234  0.014
14 F 2.5301 0.7809 -2.0679  -0.084
15 F 3.9966 0.0275 -0.6818  -0.168
16 C 6.0220 -2.1351 -0.4388  0.709
17 O 6.8290 -1.7662 0.4267  -0.718
18 N 5.1323 -3.1157 -0.1514  -0.162
19 N 6.0506 -1.6033 -1.6605  -0.323
20 H 4.9990 -3.4703 0.7735  0.086
21 H 4.6315 -3.4068 -0.9732  0.111
22 H 6.7720 -0.8886 -1.6232  0.162
23 H 5.5218 -2.0374 -2.3952  0.204
24 C 3.3044 4.1470 -0.1908  0.522
25 O 4.3154 4.6579 -0.6716  -0.658
26 N 2.3575 3.4790 -0.9023  -0.151
27 N 3.1364 4.0645 1.1546  -0.312
28 H 2.7913 3.1100 -1.7320  0.177
29 H 1.5320 3.0236 -0.5480  0.091
30 H 3.9031 4.1972 1.7871  0.196
31 H 2.2486 3.8436 1.5715  0.186
32 C -5.1489 3.6131 0.7355  0.508
33 O -5.7441 3.1759 -0.2741  -0.803
34 N -4.2574 2.8743 1.4008  0.038
35 N -5.3635 4.8433 1.2020  -0.393
36 H -4.4172 1.8958 1.2431  0.033
37 H -3.7769 3.2270 2.2084  0.084
38 H -6.1003 5.3384 0.7271  0.245
39 H -5.0953 5.1578 2.1162  0.192
40 C -6.5600 -1.5924 -0.0065  0.738
41 O -7.0148 -0.7357 0.7431  -0.663
42 N -5.7168 -2.6028 0.3191  -0.321
43 N -6.8606 -1.5511 -1.3327  -0.442
44 H -5.4322 -3.2170 -0.4197  0.139
45 H -5.3688 -2.7295 1.2504  0.181
46 H -6.4074 -2.2199 -1.9287  0.139
47 H -7.5716 -0.9222 -1.6606  0.221
48 C 7.2326 1.6797 -0.9451  0.606
49 O 8.0676 0.8752 -1.3366  -0.683
50 N 6.0791 2.0213 -1.5366  -0.197
51 N 7.2370 2.2872 0.2901  -0.379
52 H 5.3678 2.5482 -1.0662  0.094
53 H 5.8399 1.6240 -2.4299  0.142
54 H 6.6808 3.0780 0.5582  0.190
55 H 7.8553 2.0117 1.0348  0.199
56 C 1.4140 -4.8116 0.5880  0.410
57 O 1.7716 -5.7442 -0.1248  -0.737
58 N 2.2530 -4.3596 1.5548  -0.280
59 N 0.2087 -4.2171 0.4891  -0.132
60 H 3.1293 -4.8314 1.4105  0.205
61 H 2.1379 -3.5009 2.0755  0.395
62 H -0.5064 -4.4928 -0.1583  0.227
63 H 0.1539 -3.2433 0.7346  0.052
64 C -6.5009 1.6874 -3.4312  0.642
65 O -6.9533 0.8429 -4.2263  -0.742
66 N -5.7889 1.3830 -2.3395  0.022
67 N -6.5422 3.0176 -3.6896  -0.403
68 H -5.6220 0.4076 -2.1757  0.022
69 H -5.6206 2.1979 -1.7481  0.188
70 H -7.1130 3.1862 -4.5009  0.227
71 H -6.0542 3.6537 -3.0884  0.184
72 C -3.2067 0.8272 4.3272  0.452
73 O -3.8524 1.2912 5.2725  -0.759
74 N -3.8187 0.2806 3.2285  -0.150
75 N -1.8772 0.9487 4.0612  -0.060
76 H -3.0627 -0.1783 2.7496  -0.016
77 H -4.7438 -0.0592 3.4458  0.156
78 H -1.6890 0.8489 3.0648  0.157
79 H -1.3732 1.5783 4.6608  0.281
80 C -1.2261 4.0722 3.0381  0.621
81 O -2.0956 4.4331 2.2579  -0.739
82 N -0.3107 3.1573 2.6138  -0.130
83 N -0.9699 4.5127 4.2883  -0.352
84 H 0.5288 2.8940 3.0963  0.180
85 H -0.5782 2.6818 1.7646  -0.146
86 H -1.6239 5.1527 4.7052  0.214
87 H -0.2074 4.1619 4.8337  0.174
88 C 0.7439 -2.1812 4.4972  0.540
89 O 1.6344 -2.4566 3.7075  -0.615
90 N 0.9021 -1.8063 5.7954  -0.478
91 N -0.5667 -2.3241 4.1798  -0.139
92 H 1.7982 -1.8711 6.2456  0.248
93 H 0.1127 -1.7494 6.4104  0.141
94 H -0.7766 -2.5486 3.2201  0.070
95 H -1.2568 -2.4540 4.8939  0.216
96 C 2.4824 -4.7941 -3.7334  0.457
97 O 1.4378 -4.2946 -4.0869  -0.569
98 N 3.2311 -4.3515 -2.6916  -0.100
99 N 3.0162 -5.9612 -4.2740  -0.518
100 H 2.8755 -3.4576 -2.3742  -0.055
101 H 3.8167 -5.0199 -2.2274  0.193
102 H 3.9881 -6.1749 -4.1271  0.191
103 H 2.7257 -6.1871 -5.2116  0.272
104 O -0.3572 2.0796 -1.3037  -0.394
105 H -0.3766 1.1189 -1.4196  0.219
106 H -0.9471 2.4196 -1.9835  0.256
107 O 0.1806 0.5544 -4.4993  -0.551
108 H -0.6142 1.0721 -4.6635  0.263
109 H 0.8461 1.2030 -4.2498  0.260
110 O 3.5260 -0.0656 -4.6504  -0.579
111 H 4.4603 0.0013 -4.4291  0.294
112 H 3.2849 0.8159 -4.9503  0.275
113 O -0.3831 -1.8106 -3.0157  -0.638
114 H -0.6517 -2.6674 -2.6698  0.257
115 H -0.1498 -1.2877 -2.2285  0.233

Results
Net charge: -1
ΔE to the lowest compared entry with this formula, charge and spin in kJ/mol: 263.7
Kohn-Sham gap in eV: 9.0